Record 1
DFT (ωB97M-V/def2-TZVPD) results for one molecule with the formula C2H5BrO.

Each line ends with the natural charge from an NBO analysis.
Element x y z (Å)
1 C 0.5211 0.1917 0.4388  -0.105
2 C -0.8101 -0.1940 -0.3013  -0.440
3 O 0.7184 1.7671 0.3964  -0.750
4 Br -2.1990 -0.7611 1.0377  -0.049
5 H 1.2687 -0.2234 -0.3199  0.197
6 H 0.7838 -0.1097 1.4739  0.213
7 H -0.7224 -0.9998 -0.9959  0.220
8 H -1.0025 0.7996 -0.8258  0.251
9 H 0.0315 2.1643 0.9044  0.462

## Properties
- Charge: 0
- Strongest force on any atom: 3.87 eV/Å
- HOMO: -0.38040 Eh
- SMILES: OCCBr
- Energy above the lowest of the compared OMol25 structures with the same formula, charge and spin: 89.3 kJ/mol
- HOMO-LUMO gap: 11.16 eV

Record 2
DFT (ωB97M-V/def2-TZVPD) results for one molecule with the formula C3H6F2N2.

Each line ends with the natural charge from an NBO analysis.
Element x y z (Å)
1 C -0.4811 0.6450 -0.4556  -0.221
2 C -1.2183 -0.1358 0.7433  -0.326
3 C 1.6742 -0.2270 -0.4187  0.387
4 N 0.8956 0.8139 -0.1191  -0.593
5 N -0.8298 -1.4078 0.6295  -0.048
6 F 2.8154 -0.4355 0.3156  -0.342
7 F -1.3958 -1.9933 -0.5630  -0.312
8 H -0.4341 -0.0913 -1.2159  0.234
9 H -0.8685 1.6617 -0.5175  0.210
10 H -0.9436 0.3739 1.7041  0.218
11 H -2.2801 -0.0901 0.5967  0.220
12 H 1.8180 -0.6157 -1.3803  0.157
13 H 1.2481 1.5022 0.6808  0.415

## Properties
- Charge: 0
- Strongest force on any atom: 4.42 eV/Å
- HOMO (spin up / spin down): -0.32339 / -0.25555 Eh
- Energy above the lowest of the compared OMol25 structures with the same formula, charge and spin: 555.8 kJ/mol
- HOMO-LUMO gap (spin up / spin down): 9.50 / 6.73 eV

Record 3
DFT (ωB97M-V/def2-TZVPD) results for a 2-piece molecular cluster, C5H13NO overall.

Each line ends with the natural charge from an NBO analysis.
Element x y z (Å)
1 C 2.5917 -0.4136 1.1060  -0.636
2 C 1.5762 0.6311 1.5535  -0.397
3 C 0.0861 0.2431 1.8251  -0.404
4 C -0.6740 -0.1926 0.5864  -0.333
5 C -1.4783 0.6861 -0.0323  0.019
6 N -2.4946 0.5095 -0.9619  -0.821
7 H 2.0696 -1.3765 1.1412  0.207
8 H 3.1974 -0.3143 0.2187  0.219
9 H 3.2567 -0.5850 1.9647  0.212
10 H 1.4612 1.5207 0.9256  0.199
11 H 1.8800 1.1050 2.4970  0.195
12 H -0.2822 1.1943 2.2175  0.200
13 H -0.1083 -0.5284 2.5611  0.204
14 H -0.2454 -1.0509 0.0761  0.193
15 H -1.5551 1.6856 0.3916  0.171
16 H -2.7472 -0.3784 -1.3685  0.391
17 H -2.8053 1.3208 -1.4521  0.382
18 H -0.0139 -0.7914 -2.3632  0.472
19 H 0.8536 -0.8325 -3.6177  0.469
20 O 0.0592 -1.1896 -3.2282  -0.941

## Properties
- Charge: 0
- Strongest force on any atom: 2.28 eV/Å
- HOMO: -0.29095 Eh
- SMILES: CCC/C=C/N.O
- Energy above the lowest of the compared OMol25 structures with the same formula, charge and spin: 182.0 kJ/mol
- HOMO-LUMO gap: 8.81 eV